# 1
8
Properties=species:S:1:pos:R:3:forces:R:3 method="wB97M-V/def2-TZVPD" e_above_lowest_kcal_mol=70.5 spin_multiplicity=1 total_energy_ha=-1376.84983 homo_lumo_gap_ev=9.2
C 2.1109 -0.3780 -0.2173 -2.16 -0.48 1.49
O -0.6054 -0.5524 -0.1377 -7.75 -4.80 -0.09
H 2.0069 -1.3804 0.2726 0.60 0.55 -0.76
P 0.5336 0.1898 -0.0425 8.91 4.87 -0.75
H -2.9945 0.1124 0.3710 -1.63 -0.69 -0.24
Cl 0.2083 2.1470 -0.4650 0.29 -0.41 0.23
Cl -4.2680 -0.3169 0.2459 1.69 0.63 0.19
H 3.0083 0.1785 -0.0271 0.05 0.32 -0.06

---

# 2
17
Properties=species:S:1:pos:R:3:forces:R:3 method="wB97M-V/def2-TZVPD" e_above_lowest_kcal_mol=84.7 spin_multiplicity=1 total_energy_ha=-309.70737 homo_lumo_gap_ev=7.8
H 2.7262 -0.7067 0.5869 -0.06 0.09 -0.11
H 0.3094 -0.7755 1.6077 -0.05 0.06 -0.12
H -2.4585 -0.4382 -1.5843 0.11 0.08 0.12
H -3.0814 -0.0641 0.7035 0.16 0.04 -0.05
H -1.1516 -1.9819 0.0194 0.02 0.16 0.00
H 3.1314 0.5971 -0.5404 -0.13 -0.07 0.05
C 2.3338 -0.0821 -0.2242 0.08 -0.07 -0.02
C 0.0642 -0.2824 0.6655 0.16 -0.11 -0.05
H 1.3455 1.3692 1.0645 -0.04 -0.10 -0.11
H 2.0853 -0.7384 -1.0646 0.05 0.10 0.12
C -0.8661 -0.9539 -0.1613 0.21 -0.20 0.04
C -1.6751 0.0090 -0.9752 -0.03 0.12 -0.03
C -2.0577 0.2504 0.4437 -0.38 0.08 0.01
O -1.3946 0.9463 1.3184 0.03 0.01 -0.07
H 0.7328 1.3370 -0.5895 0.03 -0.11 0.12
C 1.0975 0.7102 0.2273 -0.11 0.08 0.00
H -1.1412 0.8039 -1.4977 -0.05 -0.13 0.11

---

# 3
13
Properties=species:S:1:pos:R:3:forces:R:3 method="wB97M-V/def2-TZVPD" e_above_lowest_kcal_mol=118.6 spin_multiplicity=1 charge=+1 total_energy_ha=-211.48212 homo_lumo_gap_ev=8.1
H 0.9749 -0.5962 -2.2504 -1.80 -0.27 1.71
H -0.7030 -0.9749 -1.6527 0.42 -0.62 -0.36
H -1.1419 1.2854 -1.6217 -2.29 1.13 1.93
H 0.3702 -1.5711 3.3204 0.63 -0.24 -0.23
C 0.2539 -0.5403 3.0161 0.53 -0.22 -1.75
H -0.6263 -0.2453 3.4880 -1.54 0.98 0.66
H 1.0629 0.1184 3.2446 0.64 0.12 0.94
C 0.3471 -0.3352 0.3384 -0.56 0.10 -2.69
H -0.8022 0.7831 -3.1689 -0.45 -0.40 -1.55
C -0.3957 0.9471 -2.2146 3.63 2.58 -0.86
H 0.4177 1.8346 -2.3334 -1.63 -2.58 0.56
C 0.1683 -0.3819 1.5491 0.10 -0.66 -2.04
N 0.0741 -0.3236 -1.7150 2.34 0.07 3.68

---

# 4
113
Properties=species:S:1:pos:R:3:forces:R:3 method="wB97M-V/def2-TZVPD" e_above_lowest_kcal_mol=12.7 spin_multiplicity=1 charge=+1 total_energy_ha=-14198.22396 homo_lumo_gap_ev=7.6
H -2.1411 -3.0961 -2.5758 -0.03 -0.02 -0.01
Y -0.1770 0.1350 -0.1528 0.29 0.03 0.12
H 0.6845 -4.2740 5.9923 0.01 0.02 0.00
H 2.2953 -0.0153 -5.1174 0.05 -0.02 -0.04
C 4.1584 -0.8784 2.2366 0.15 0.04 0.13
C 2.1219 -0.5349 -4.1759 0.04 -0.04 0.03
N -1.9169 -2.1717 0.4100 0.17 0.16 0.16
H -3.1150 -0.2562 -4.7891 -0.02 -0.01 -0.08
F 1.0676 -2.1372 0.8787 0.13 0.00 -0.23
C 3.0276 -2.4390 -1.4870 0.02 0.18 0.02
H -2.9781 -2.4699 -4.0105 0.00 -0.05 -0.03
H -3.9895 -2.0448 3.0552 0.01 -0.01 -0.01
As -1.5313 2.7349 -1.8636 -0.04 -0.33 0.11
C 1.4399 4.6645 2.9652 -0.03 0.00 0.04
H -3.8506 1.8175 -1.3063 0.01 0.03 0.00
C -2.1956 1.7716 -6.0347 0.00 0.02 -0.07
N 0.0808 2.6142 1.5323 -0.15 0.06 -0.29
H -0.4925 -0.2768 -5.1772 -0.02 -0.03 -0.03
C 2.7754 -4.7797 -1.9420 0.05 -0.19 -0.02
H 1.2104 0.5686 5.1368 -0.01 -0.01 -0.01
H -1.1476 3.1774 4.4452 -0.01 -0.03 0.00
H -1.2213 -2.2734 -3.8558 0.03 0.01 0.01
N 0.7581 3.5856 3.6818 -0.10 -0.04 -0.16
C -2.8073 -1.7476 1.2928 -0.05 -0.04 -0.15
C -2.8223 0.4796 -4.0375 -0.04 0.01 0.00
H 3.0451 -0.5827 -3.6050 0.03 -0.01 0.02
C -0.4354 -0.3010 2.0739 0.00 -0.15 0.77
H 2.0261 2.4643 -4.1741 0.03 0.02 0.00
H -4.8839 -0.0631 -1.6538 -0.03 0.00 -0.01
F 5.6301 -1.8877 3.7701 -0.02 -0.02 -0.03
H -1.5376 2.5302 -6.4658 -0.02 -0.03 0.01
C 0.9620 -3.2197 -1.9691 0.05 -0.06 -0.06
Br -3.4819 0.0156 1.0707 0.04 0.09 -0.04
H 2.4739 4.3743 2.7773 0.02 -0.03 0.00
H 1.4343 5.5648 3.5802 0.00 0.02 0.02
H -0.6501 4.8763 4.5428 -0.01 0.02 0.00
F 4.9664 0.1845 2.2635 -0.11 0.05 -0.13
H 0.2177 1.5979 3.3507 -0.05 -0.03 0.09
C -1.1827 4.6483 -1.8734 -0.02 0.08 -0.06
As -2.5076 -0.5900 -2.4142 0.29 0.04 -0.02
H 1.8776 -2.8465 7.6282 -0.01 0.01 -0.01
C 1.4107 -4.5137 -2.1244 0.02 0.01 0.00
C -1.7383 1.3953 -4.6140 0.01 0.04 -0.02
C -1.6276 2.6998 -3.8298 0.00 0.02 0.00
C -1.2965 3.0620 1.8330 0.11 0.11 0.24
H 1.8387 3.4236 0.7401 0.04 0.01 -0.01
N 0.7859 4.9593 1.6846 -0.07 -0.13 0.03
H -4.4863 -1.7626 -1.3674 -0.03 -0.02 0.00
H 2.1277 -0.4229 7.1918 -0.01 -0.01 -0.02
C 2.5920 -3.1265 2.3070 -0.17 -0.02 -0.05
H 2.6937 1.9858 -2.5927 0.04 0.01 0.00
H 2.6843 -6.8119 -2.2877 0.00 0.00 0.00
Se 2.5758 0.6569 0.4070 -0.07 -0.31 -0.34
C 3.5923 -3.6899 -1.6198 0.02 0.06 0.02
H -1.8937 5.1049 -2.5610 0.02 0.07 -0.01
H 1.7711 2.0626 2.6471 0.01 0.02 0.02
C -2.7365 -3.7330 2.5580 -0.05 -0.08 0.12
C -1.4219 -3.4050 0.6057 -0.07 0.09 -0.12
C 1.7781 2.1586 -3.1577 -0.02 -0.03 -0.04
H 0.7199 -5.3058 -2.3896 0.02 0.02 0.02
C 4.5254 -1.9496 3.0297 0.06 0.01 0.07
H 0.2435 1.2851 -5.4537 -0.01 0.03 -0.04
C -2.1631 -2.2924 -3.3103 -0.02 0.01 0.01
C 3.0029 -0.8790 1.4629 -0.01 0.22 -0.03
H 4.6579 -3.8197 -1.4704 -0.05 0.00 -0.01
H -0.1688 4.8336 -2.2247 0.01 0.04 0.00
H -1.1190 5.5654 1.0425 -0.02 0.03 -0.08
C -3.2672 -2.4698 2.3744 -0.04 -0.03 0.01
C 1.6043 -1.0510 6.4823 -0.02 -0.04 -0.06
C 0.7931 -3.2118 5.8112 0.01 0.05 -0.01
H 4.2551 -6.2189 -1.9270 0.01 0.02 0.01
As 0.7925 0.4651 -3.1757 0.08 0.21 0.05
C 3.7407 -3.0869 3.0652 0.09 -0.11 0.15
H -0.6822 -3.7441 -0.1069 0.00 0.03 0.04
C 0.8040 3.7359 0.8862 0.05 0.00 0.18
H -2.1784 0.8972 -6.6895 -0.01 0.02 0.02
H -0.7476 3.2519 -4.1671 0.03 0.01 -0.03
H 3.6503 -1.5869 -1.2293 -0.02 -0.03 0.01
C 1.0838 -0.4905 5.3246 0.02 0.03 0.01
C 0.7512 2.3893 2.8445 0.09 0.15 0.06
C -3.4401 2.8151 -1.4479 -0.02 0.03 -0.01
H -0.2423 -3.2735 3.9295 0.02 0.02 0.03
C 0.4064 -1.2867 4.3975 -0.10 -0.02 -0.10
C 2.2418 -2.0303 1.5420 -0.11 -0.10 0.08
N 3.2814 -6.0342 -2.0792 -0.07 0.12 0.00
H -0.6087 6.2246 2.5936 0.01 0.01 0.03
H -1.3523 -5.1915 1.7725 -0.01 0.02 0.00
H -3.5823 3.3805 -0.5274 -0.02 -0.01 0.01
H -3.2137 2.1695 -6.0253 0.04 -0.01 0.01
H -3.9709 3.3158 -2.2571 -0.03 0.03 0.02
C -0.6318 3.9819 3.9194 0.04 0.00 -0.05
C -0.6044 5.3294 1.9716 0.03 -0.07 -0.01
H -4.8560 -1.2046 -3.0184 -0.07 -0.03 0.01
N -1.3411 4.2660 2.6616 0.17 -0.13 0.01
H -0.0925 -3.0131 -2.1098 0.04 0.02 -0.01
H 0.3624 3.9311 -0.0830 -0.10 0.06 -0.13
C -0.1021 -0.7426 3.1630 0.01 -0.02 0.07
H 1.2234 2.9545 -2.6643 -0.02 0.01 0.01
C -4.3907 -0.9371 -2.0703 -0.03 -0.07 0.02
C 0.2680 -2.6534 4.6565 -0.02 -0.05 0.03
H -1.7995 2.2437 2.3492 -0.06 -0.01 0.04
C 1.4632 -2.4111 6.7282 -0.01 0.01 -0.04
H 1.7727 -1.5469 -4.3683 0.00 -0.02 0.00
H -1.8196 3.2660 0.8985 -0.04 0.03 -0.11
F 1.8072 -4.2116 2.3278 0.02 0.04 -0.03
N 1.7269 -2.1729 -1.6508 -0.20 -0.21 -0.01
H -3.7160 1.0726 -3.8267 -0.01 0.05 -0.03
C -1.7980 -4.2130 1.6584 -0.01 -0.04 -0.03
F 4.0843 -4.1186 3.8329 -0.03 0.01 -0.05
C -0.3698 0.7209 -4.7469 -0.10 -0.06 0.02
H -3.0490 -4.3320 3.4046 0.01 0.01 -0.03
H -2.4917 3.3339 -4.0427 -0.03 0.01 -0.05
H -1.3008 5.0879 -0.8916 -0.04 0.04 0.08

---

# 5
79
Properties=species:S:1:pos:R:3:forces:R:3 method="wB97M-V/def2-TZVPD" e_above_lowest_kcal_mol=18.1 spin_multiplicity=1 charge=-2 total_energy_ha=-2502.88681 homo_lumo_gap_ev=5.0
H -4.1476 0.1254 -4.8508 0.05 0.05 0.02
H 2.6659 -0.7639 -5.7536 -0.05 0.03 0.06
H -4.9839 3.5470 1.9441 -0.01 0.04 0.03
H -2.6684 3.0949 2.7104 0.13 0.05 0.06
H 2.8384 -1.8710 0.4383 -0.01 -0.08 0.15
H 4.4325 -0.4299 0.3587 0.13 0.00 -0.16
H 4.5242 1.1433 6.7120 -0.04 0.03 -0.06
C 4.5719 -0.5653 -0.7205 0.48 -0.41 -0.02
H -1.5436 1.0165 2.0739 0.16 0.08 0.02
H 0.3956 0.6963 4.1789 -0.03 -0.02 -0.08
C -5.3428 -3.9814 2.1892 0.21 0.16 -0.23
N 1.9661 4.3718 0.4551 0.29 -0.33 -0.34
H -4.4582 -3.4019 4.0580 0.01 0.04 0.03
H 1.4777 5.1514 0.0388 0.02 -0.09 0.11
S 0.2741 4.9105 2.3904 -0.59 0.36 0.39
C -4.4907 0.5562 0.4544 -0.01 -0.09 -0.08
C -4.3740 -3.0061 0.2181 0.67 0.53 0.04
H 5.4700 -0.5717 2.9061 -0.07 0.00 -0.03
N 0.6875 1.9077 2.6481 -1.07 0.24 0.44
H 4.1278 -2.1442 -2.1421 0.12 0.02 0.05
H 3.0675 0.7152 -4.8467 0.07 0.03 0.00
C 0.4670 0.5507 -4.7693 0.11 0.03 0.07
H -4.3735 0.9614 -2.5262 -0.04 -0.01 0.00
H 3.4066 -0.8813 -4.1382 0.14 -0.03 -0.01
H 6.1652 0.1098 5.1611 -0.05 -0.03 -0.02
C -4.4887 2.6257 1.6684 0.04 0.02 0.01
C -3.5114 -2.4425 2.4022 0.38 0.29 -0.43
C -5.2938 -3.8499 0.8045 -0.34 -0.29 0.44
N 1.4250 -0.2936 -4.0731 0.01 -0.13 -0.32
H 0.8999 1.5576 -4.8024 -0.02 -0.04 -0.04
C -0.9404 1.0348 -2.7324 0.35 0.09 0.23
C 4.2340 0.8787 5.6997 0.05 0.11 0.43
N 1.4514 2.5602 1.7403 1.17 -0.68 -0.52
O -1.0875 -1.2306 1.0668 0.68 -0.43 0.76
H -6.0808 -4.6261 2.6441 -0.02 -0.08 0.05
H -2.7943 -1.8938 2.9953 0.08 0.07 0.09
H -5.9748 -4.4183 0.1856 -0.07 0.00 -0.04
H 1.5757 -2.1573 -3.1713 0.08 -0.11 0.07
C -2.2465 1.1404 -2.2336 0.15 0.17 -0.09
C 2.7012 -0.3075 -4.7394 -0.17 -0.01 0.10
C 2.9487 1.1303 5.2389 0.02 0.13 0.08
Rb 0.7696 0.3033 0.0265 0.95 0.40 -0.53
H 3.6972 1.2605 -0.8762 0.01 0.03 -0.10
H -6.1433 1.9093 0.4969 -0.01 0.01 -0.01
C -3.4859 -2.2870 1.0180 -0.41 -0.40 -0.07
C 0.9245 -1.6332 -3.8690 0.10 0.10 0.04
C -4.4345 -3.2811 2.9828 -0.39 -0.36 0.03
C 1.2400 3.8121 1.5155 -0.14 0.34 0.22
C 4.1863 -2.0093 -1.0514 0.35 0.08 -0.10
H 2.2357 1.6108 5.9046 -0.03 0.00 -0.04
C -5.1382 1.7115 0.8484 -0.09 -0.03 -0.03
C 1.1684 1.1531 3.5531 -0.09 -0.02 -0.07
C -0.8766 0.6183 -4.0789 -0.08 0.11 0.03
H 2.7890 -3.3202 -0.3348 -0.05 0.17 -0.01
S -2.3087 -1.1313 0.2632 -1.61 -0.05 0.05
C -2.5549 1.2038 1.7364 0.26 -0.36 -0.18
C -3.3863 0.8412 -2.9682 -0.34 -0.04 0.10
H -0.0693 -1.5646 -3.4332 -0.03 -0.12 0.03
H -2.3918 1.5203 -1.2234 -0.05 0.01 0.01
H -4.3298 -2.8934 -0.8561 0.01 0.01 -0.12
H 0.3308 0.2080 -5.8196 0.04 0.01 0.03
C 5.1432 0.2897 4.8322 0.13 -0.06 0.09
O 3.0892 -0.3164 1.9270 -0.42 -0.12 -0.57
H 3.9978 0.5635 -2.3435 -0.15 0.04 0.09
C -3.2661 0.3910 -4.2707 -0.41 -0.10 -0.15
H 2.2652 3.6724 -0.2180 -0.10 0.12 0.06
N 2.8908 -2.3199 -0.4760 -0.32 -0.15 0.28
H -4.9718 -0.1498 -0.2084 -0.10 -0.01 -0.08
C 2.5523 0.8333 3.9466 0.33 0.01 -0.22
N 3.7082 0.3866 -1.3887 -0.14 0.25 0.01
H 0.8656 -2.2129 -4.8139 -0.05 0.03 0.00
C -2.0011 0.2894 -4.8268 0.05 -0.04 -0.25
C -3.2000 0.3113 0.8980 -0.06 0.15 -0.08
H -1.9035 -0.0406 -5.8628 0.04 -0.01 0.07
C -3.1999 2.3726 2.1087 -0.14 0.17 0.06
C 4.7583 -0.0825 3.5661 0.22 -0.06 -0.21
H 5.6437 -0.4247 -0.9677 -0.19 -0.05 0.09
H 4.9909 -2.6773 -0.6792 -0.14 0.22 -0.10
C 3.4418 0.1325 3.0606 0.01 0.02 0.38

---

# 6
23
Properties=species:S:1:pos:R:3:forces:R:3 method="wB97M-V/def2-TZVPD" e_above_lowest_kcal_mol=125.9 spin_multiplicity=1 total_energy_ha=-1101.00280 homo_lumo_gap_ev="7.5 / 7.5"
H -0.8503 -3.5058 -0.7767 0.37 0.52 -0.26
O -1.3807 2.5524 0.0804 -0.88 -0.53 -0.17
H 4.2663 1.7645 0.9841 2.31 -0.64 0.77
H -2.9423 -2.9251 0.2727 0.31 -0.01 0.27
C -0.3053 0.0168 -0.5876 0.50 -2.55 -0.35
O 1.0984 0.1695 0.1601 0.38 0.68 0.72
H -3.5005 -0.6118 0.8595 0.89 -0.68 -0.39
C -1.8370 0.2322 -0.0292 6.53 -0.20 -0.17
O 3.4060 -0.2280 -1.2794 -0.27 0.60 -0.31
N -2.2835 1.4197 0.1158 0.16 2.59 -0.04
H 0.8454 -1.8403 -1.3568 -1.58 1.04 0.34
H 3.0512 2.3038 0.1194 -1.28 0.24 0.05
H 2.7187 1.5107 1.7405 -1.74 0.31 2.41
H -0.3237 0.6888 -1.4202 0.80 0.35 -0.50
O 3.2794 -1.1256 0.9731 -0.29 -0.31 0.66
C 3.2542 1.5697 0.8835 0.10 -1.42 -4.25
H -2.0322 3.3157 0.1227 0.72 -1.33 -0.11
C -0.1679 -1.4749 -0.9688 1.34 -0.20 -0.30
C -1.0402 -2.4377 -0.6259 1.65 -0.62 -0.86
O -3.4450 1.7398 0.2695 -1.43 0.37 0.40
S 2.9457 -0.0976 0.0604 -2.82 1.63 0.26
C -2.5398 -0.8896 0.3510 -3.65 -0.20 1.18
C -2.2170 -2.1475 0.0518 -2.10 0.36 0.66